Entry 1:
C6H8LiO3Pm as an isolated structure, computed with wB97M-V/def2-TZVPD.

Structure (XYZ):
```
19
Properties=species:S:1:pos:R:3:forces:R:3:lowdin_spin:R:1
C 1.25018 0.66747 3.30172 -0.3 0.5 -0.4 0.00
C 2.08216 1.06362 2.33767 0.0 0.0 0.7 0.00
C 1.97432 0.53529 0.91377 1.7 1.2 0.5 0.00
C 1.28870 1.61982 0.12563 1.6 0.2 0.9 0.00
O 0.28644 1.34444 -0.53464 -0.9 0.6 -0.7 -0.01
Li -1.31795 1.54168 -1.65484 -0.2 0.8 -0.3 0.00
H 1.13336 1.25244 4.21559 0.6 -0.6 0.1 0.00
H 0.57884 -0.18283 3.17095 0.0 0.4 -0.1 0.00
H 2.92435 1.72853 2.55199 -0.6 0.3 -0.2 0.00
H 1.70717 2.64020 0.10202 -0.2 -0.2 0.1 0.00
H 3.01280 0.54218 0.49669 -0.3 -0.2 0.1 0.00
O -1.71129 -0.26344 -1.40386 -3.2 3.8 -2.6 -0.01
O 1.34057 -0.66170 0.79251 1.3 0.7 0.7 -0.02
C -2.79803 -0.89674 -1.85346 -3.2 -1.5 -1.6 0.00
C -3.04565 -2.20965 -1.75891 0.5 0.9 0.2 0.00
H -3.52987 -0.24261 -2.34829 0.3 -0.3 0.2 0.00
H -3.95970 -2.61618 -2.19004 0.3 0.1 0.2 0.00
H -2.35891 -2.89174 -1.25102 -0.2 -0.1 -0.2 0.00
Pm -0.23078 -0.87737 -0.39787 2.7 -6.5 2.4 4.03
```
Positions in Å, forces in eV/Å.

Calculated values
Frontier orbital gap (spin up / spin down), eV: 8.23 / 8.33
Multiplicity: 5
Charge: +2
E, eV: -29236.2717

=====

Entry 2:
C6H8LiO3Sm as an isolated structure, computed with wB97M-V/def2-TZVPD.

Structure (XYZ):
```
19
Properties=species:S:1:pos:R:3:forces:R:3:lowdin_spin:R:1
C 1.90141 -0.72287 -0.93970 -0.3 -0.9 0.9 0.00
C 1.30944 -0.67518 -2.29974 -1.8 0.1 -0.6 0.00
C 0.25850 -1.67364 -1.85468 -0.4 -0.3 -1.6 0.00
C -0.25923 -0.31363 -2.21738 2.3 -1.5 -2.2 0.00
O -0.81445 0.43160 -1.24782 -0.3 1.4 1.0 -0.02
Li -1.09200 2.04832 -0.37425 -0.1 0.8 -0.5 0.00
H 1.98480 0.21099 -0.36621 0.0 -0.2 0.1 0.00
H 2.73878 -1.40591 -0.76985 0.0 0.4 -0.2 0.00
H 1.87158 -0.68165 -3.23217 -0.2 0.2 0.3 0.00
H -0.69307 -0.24296 -3.22183 0.1 0.0 0.4 0.00
H -0.05296 -2.62919 -2.28216 0.2 0.2 0.4 0.00
O -1.08067 1.21221 1.34431 0.2 2.4 -0.6 -0.02
O 0.66681 -1.61344 -0.47029 2.8 -0.1 -0.6 -0.01
C -1.21374 1.66244 2.58956 -0.5 1.7 3.4 0.00
C -1.11293 0.93380 3.71140 0.0 0.3 -1.1 0.00
H -1.43556 2.73687 2.66207 0.1 -0.5 -0.1 0.00
H -1.24298 1.41408 4.68090 0.0 -0.3 -0.3 0.00
H -0.89671 -0.13774 3.68641 0.0 0.1 0.2 0.00
Sm -0.83701 -0.55408 0.60142 -2.0 -4.0 1.0 5.05
```
Positions in Å, forces in eV/Å.

Calculated values
Frontier orbital gap (spin up / spin down), eV: 7.85 / 8.48
Multiplicity: 6
Charge: +2
E, eV: -30585.6287

=====

Entry 3:
C6H8LiO6Sr as an isolated structure, computed with wB97M-V/def2-TZVPD.

Structure (XYZ):
```
22
Properties=species:S:1:pos:R:3:forces:R:3:lowdin_spin:R:1
O -0.91886 1.68354 0.01877 0.4 -0.4 0.1 0.01
O -1.71710 0.34739 1.64276 -0.6 -0.2 0.6 0.00
C -2.44831 -0.87909 1.68422 0.4 0.1 0.1 0.00
C -2.96270 -1.00599 0.25764 -0.1 0.1 -0.1 0.03
O -1.99134 -0.25281 -0.49223 -0.4 -0.5 -0.3 0.06
C -1.23875 0.54424 0.39422 1.5 0.4 0.1 0.00
H -1.76377 -1.69877 1.94278 -0.2 0.1 0.0 0.00
H -3.24235 -0.78955 2.43056 0.2 0.0 -0.2 0.00
H -3.94218 -0.53520 0.11423 0.2 -0.1 0.0 0.00
H -2.98192 -2.03814 -0.10688 -0.1 0.1 0.1 0.03
O 0.62793 -1.20468 -0.78210 0.2 -0.3 0.5 0.07
O 2.38179 2.42502 -0.75364 -0.2 -0.4 0.2 0.00
C 2.76144 1.19706 -1.23073 -0.1 0.4 0.1 0.00
C 2.84071 0.13550 -0.12988 0.6 -0.3 -0.3 0.00
O 1.61823 0.14730 0.65845 -0.9 0.0 0.5 0.00
C 0.53076 -0.48475 0.23555 -0.5 1.0 -0.9 0.01
H 2.06545 0.81693 -2.01599 0.1 -0.1 0.0 0.01
H 3.76605 1.18952 -1.71387 -0.2 0.0 0.1 0.00
H 3.62702 0.37888 0.59468 -0.3 0.0 -0.2 0.00
H 3.00526 -0.86854 -0.54125 -0.1 0.2 0.2 0.00
Li 0.89522 2.33459 0.26284 0.2 0.0 -0.4 0.02
Sr -0.91259 -1.44244 -2.47014 -0.1 0.1 -0.3 0.77
```
Positions in Å, forces in eV/Å.

Calculated values
Frontier orbital gap (spin up / spin down), eV: 5.23 / 6.95
Multiplicity: 2
E, eV: -19676.2079

=====

Entry 4:
An isolated ion of composition C6H8N and charge +1, computed with wB97M-V/def2-TZVPD.

Structure (XYZ):
```
15
Properties=species:S:1:pos:R:3:forces:R:3:mulliken_charge:R:1
C 2.99905 -0.69859 -1.06648 -1.3 1.0 0.9 -0.75
C 2.08520 -0.07991 -0.48744 1.0 -0.6 -0.6 0.74
C 0.12150 0.88783 0.22809 -2.4 -2.3 -2.9 0.65
C -0.52759 1.63610 1.14482 2.1 0.9 3.3 -0.52
C -1.24922 -1.13482 0.22547 2.4 -0.5 -0.3 -0.90
C -0.82413 0.01816 -0.64785 2.0 1.4 0.2 -0.73
N 1.39757 0.63396 0.27428 1.1 0.8 1.6 -0.28
H 3.36226 -1.27662 -1.84587 0.8 -0.9 -0.9 0.36
H -1.49129 2.03575 1.05972 -1.3 0.2 -0.4 0.34
H -0.02901 1.72163 2.13716 -0.3 0.5 -0.8 0.30
H -1.08780 -0.83510 1.23768 0.1 -0.3 1.0 0.34
H -0.54121 -1.95528 -0.04321 -1.3 0.0 0.6 0.29
H -2.28065 -1.27376 0.13537 -1.4 -1.1 -0.5 0.36
H -1.68491 0.60671 -0.81812 -0.8 0.7 -1.0 0.35
H -0.24978 -0.28607 -1.53361 -0.7 0.2 -0.1 0.46
```
Positions in Å, forces in eV/Å.

Calculated values
Frontier orbital gap (spin up / spin down), eV: 7.08 / 6.63
Multiplicity: 1
Charge: +1
E, eV: -7828.7746

=====

Entry 5:
An isolated ion of composition C6H8N and charge +1, computed with wB97M-V/def2-TZVPD.

Structure (XYZ):
```
15
Properties=species:S:1:pos:R:3:forces:R:3:mulliken_charge:R:1
C 2.25803 0.56333 0.37777 1.5 -0.2 0.7 -0.55
C 2.06833 -0.69161 -0.22688 -1.6 0.0 -0.7 0.01
C 0.94466 0.33871 0.53498 -1.0 -0.4 -0.7 0.80
C 0.94449 -1.18999 0.52512 -1.4 1.0 -0.2 -0.56
C -0.28333 0.98742 -0.10438 0.0 -1.0 -1.5 -0.58
C -1.02020 -0.20655 -0.63620 1.5 0.2 2.4 -0.86
N -1.83889 -0.68085 0.49655 -0.8 -1.3 -2.3 -0.20
H 3.01678 1.27977 0.51751 0.6 0.7 -0.2 0.42
H 2.03152 -0.95025 -1.28241 1.0 -0.1 -0.1 0.25
H -0.73907 1.79012 0.45878 -0.4 -0.1 0.5 0.42
H -0.06890 1.39968 -1.05078 1.4 1.4 -0.8 0.32
H -1.45211 -0.34346 -1.61132 0.0 0.3 -0.1 0.44
H -1.19059 -0.58198 1.27444 -0.4 -0.9 0.6 0.38
H -2.01874 -1.67519 0.15400 -0.4 1.3 1.8 0.37
H -2.65197 -0.03916 0.57283 0.1 -1.0 0.4 0.33
```
Positions in Å, forces in eV/Å.

Calculated values
Frontier orbital gap (spin up / spin down), eV: 7.35 / 8.19
Multiplicity: 1
Charge: +1
E, eV: -7826.7147

=====

Entry 6:
An isolated ion of composition C6H8N and charge +1, computed with wB97M-V/def2-TZVPD.

Structure (XYZ):
```
15
Properties=species:S:1:pos:R:3:forces:R:3:mulliken_charge:R:1
C -2.42218 0.07575 -0.12915 1.3 0.9 -0.4 0.26
C -1.33582 0.64067 -0.10369 0.2 -1.9 0.0 0.87
C -3.61246 -0.49774 -0.13668 0.8 0.9 0.1 -1.32
C -0.05807 1.24416 -0.11632 0.3 1.2 -1.4 -0.80
C 1.43087 -0.92822 -0.41943 0.8 2.3 0.7 -0.32
C 1.25253 0.54529 -0.60795 -2.1 -1.6 2.0 0.02
N 2.37772 0.03220 0.26121 2.2 0.5 1.9 -0.30
H -3.54828 -1.41776 0.33257 -1.2 -2.0 0.6 0.30
H -4.39984 0.12479 -0.43717 -1.6 0.0 -0.3 0.32
H -0.31368 2.03728 -0.83810 1.0 0.6 0.3 0.31
H -0.08326 1.68762 0.86406 1.2 0.7 0.6 0.39
H 1.02447 -1.65291 0.24131 -1.1 0.0 0.6 0.32
H 1.86875 -1.34933 -1.22824 1.5 -1.6 -2.4 0.29
H 2.35352 0.03761 1.32764 -0.6 0.2 -1.7 0.33
H 3.44947 0.13705 0.05747 -2.7 -0.2 -0.5 0.33
```
Positions in Å, forces in eV/Å.

Calculated values
Frontier orbital gap (spin up / spin down), eV: 9.34 / 5.09
Multiplicity: 1
Charge: +1
E, eV: -7827.1546